Below is one molecule with the formula C4H7NO, with properties calculated with ωB97M-V/def2-TZVPD.

Computed properties:
energy: -286.3374 hartree
HOMO level (alpha / beta): -4.807 / -10.034 eV
LUMO level (alpha / beta): 0.03373 / -0.09418 Eh
energy relative to the best compared isomer or geometry (same formula, charge and spin): 50.72 kcal per mole
orbital gap (alpha / beta): 5.725 / 7.471 eV
spin multiplicity: 3

```
13
C4H7NO, DFT ωB97M-V/def2-TZVPD
C -1.44 0.00 -0.07
C 0.04 0.03 -0.12
C 0.88 1.21 0.20
C 0.76 -1.28 0.01
N -2.57 -0.15 0.49
O -0.93 0.11 -1.26
H 0.43 2.23 -0.05
H 1.85 1.16 -0.35
H 1.21 1.30 1.21
H 0.23 -1.99 0.65
H 1.76 -0.91 0.47
H 1.08 -1.63 -0.99
H -3.30 -0.08 -0.19
```